Record 1
ORCA calculation (wB97M-V/def2-TZVPD) on 4 unconnected molecules or ions with the total composition C18H36FN5O8P2 at a distorted geometry.

The value obtained for the frontier orbital gap is 0.26595 Eh. The HOMO energy comes out at -0.295 Eh. The calculation puts the electronic energy at -64364.418 eV. The LUMO energy is -0.8 eV.

The geometry in XYZ format:
```
70
Properties=species:S:1:pos:R:3:lowdin_charge:R:1
O -0.02 -2.57 1.48 0.004
C 0.59 -1.81 0.54 -0.275
O 0.03 -1.56 -0.80 -0.115
C -1.40 -1.21 -0.75 -0.169
C -1.59 0.31 -0.15 -0.180
C -1.55 1.38 -1.39 -0.180
C -0.99 2.87 -1.00 -0.189
N -1.16 3.27 0.45 -0.177
C -2.34 3.24 1.39 -0.037
C -1.82 3.82 2.84 -0.064
C -0.25 4.19 2.58 -0.080
C 0.14 3.84 1.02 -0.071
N 1.98 -1.19 0.81 -0.235
F 2.82 -1.98 0.07 -0.089
P 1.96 0.49 0.14 0.897
P 3.93 1.10 -0.57 0.492
O 4.58 -0.04 -1.47 -0.410
O 3.88 2.54 -1.60 -0.249
O 5.04 1.47 0.73 -0.270
H -2.05 -1.94 -0.06 0.143
H -1.86 -1.21 -1.84 0.150
H -0.86 0.57 0.74 0.074
H -2.69 0.38 0.31 0.125
H -0.79 0.93 -2.20 0.128
H -2.61 1.44 -1.89 0.082
H 0.18 2.87 -1.22 0.095
H -1.44 3.69 -1.74 0.131
H -3.38 2.82 1.04 0.107
H -2.46 3.91 3.82 0.076
H 0.55 4.64 3.32 0.072
H 1.14 3.97 0.42 0.091
H 1.54 1.30 1.29 -0.043
H 3.12 3.13 -1.29 0.061
H 5.44 2.37 0.52 0.085
C -0.03 -0.53 3.57 -0.311
O 0.00 0.35 2.72 -0.061
N 0.82 -0.63 4.65 -0.191
C 0.72 -1.69 5.62 -0.058
C 1.86 0.37 4.82 -0.043
H -0.78 -1.34 3.54 0.130
H 0.53 -1.26 6.61 0.089
H 1.65 -2.26 5.63 0.092
H -0.11 -2.37 5.37 0.089
H 1.39 1.36 4.91 0.091
H 2.51 0.37 3.94 0.087
H 2.45 0.16 5.72 0.089
C -4.34 1.47 -3.96 -0.317
O -4.12 0.61 -3.11 -0.019
N -5.28 2.47 -3.85 -0.205
C -5.48 3.44 -4.90 -0.064
C -6.08 2.57 -2.65 -0.045
H -3.79 1.49 -4.91 0.135
H -5.29 4.44 -4.51 0.090
H -6.52 3.38 -5.25 0.090
H -4.81 3.26 -5.75 0.086
H -5.42 2.70 -1.79 0.087
H -6.65 1.64 -2.52 0.095
H -6.78 3.41 -2.71 0.090
C 2.89 -6.82 -0.65 -0.328
O 2.92 -8.04 -0.74 -0.002
N 3.73 -5.95 -1.32 -0.208
C 3.63 -4.51 -1.16 -0.071
C 4.74 -6.48 -2.20 -0.054
H 2.16 -6.30 -0.01 0.129
H 3.42 -4.06 -2.14 0.096
H 4.58 -4.13 -0.78 0.094
H 2.82 -4.25 -0.47 0.066
H 4.26 -7.07 -2.99 0.092
H 5.41 -7.14 -1.63 0.092
H 5.33 -5.68 -2.66 0.088
```


Record 2
ORCA calculation (wB97M-V/def2-TZVPD) on a molecular structure, C40H35As2F3NO2PdS.

The value obtained for the frontier orbital gap (spin up / spin down) is 0.29751 / 0.19118 Eh. As for the total charge: +3. The HOMO energy (spin up / spin down) comes out at -0.583 / -0.604 Eh. The calculation puts the electronic energy at -191748.398 eV. The LUMO energy (spin up / spin down) is -7.8 / -11.2 eV. As for the spin multiplicity: 5.

The geometry in XYZ format:
```
85
Properties=species:S:1:pos:R:3:lowdin_charge:R:1
Pd 0.31 -0.21 -0.83 0.807
C -3.21 -0.75 -0.99 -0.369
C -3.58 0.72 -0.89 -0.364
As -2.10 2.00 -0.96 1.435
C -0.86 1.42 -2.31 -0.469
C 0.49 1.81 -2.29 -0.191
C 1.33 1.42 -3.33 -0.050
C 0.83 0.70 -4.40 -0.010
C -0.52 0.36 -4.46 -0.019
C -1.36 0.71 -3.42 -0.088
C -2.75 3.72 -1.34 -0.389
C -2.07 4.56 -2.23 -0.075
C -2.59 5.80 -2.52 -0.030
C -3.76 6.23 -1.89 0.000
C -4.42 5.41 -0.97 -0.030
C -3.91 4.16 -0.67 -0.083
As -1.79 -1.31 0.23 1.348
C -2.31 -0.66 1.95 -0.390
C -1.80 0.55 2.43 -0.161
C -2.25 1.06 3.64 -0.062
C -3.21 0.37 4.37 -0.036
C -3.72 -0.83 3.89 -0.033
C -3.27 -1.35 2.69 -0.084
C -1.76 -3.20 0.24 -0.393
C -2.06 -3.91 -0.93 -0.097
C -2.02 -5.30 -0.90 -0.038
C -1.67 -5.96 0.26 -0.028
C -1.36 -5.25 1.42 -0.040
C -1.39 -3.87 1.41 -0.099
H -2.87 -1.03 -1.98 0.056
H -4.09 -1.36 -0.75 0.105
H -4.09 0.94 0.06 0.079
H -4.26 1.00 -1.70 0.101
H 0.87 2.45 -1.50 0.104
H 2.37 1.72 -3.32 0.114
H 1.49 0.41 -5.21 0.134
H -0.91 -0.18 -5.31 0.136
H -2.41 0.45 -3.49 0.113
H -1.17 4.22 -2.73 0.105
H -2.10 6.45 -3.23 0.128
H -4.16 7.21 -2.11 0.132
H -5.32 5.76 -0.49 0.129
H -4.42 3.54 0.05 0.111
H -1.06 1.10 1.85 0.048
H -1.87 2.00 4.01 0.116
H -3.56 0.77 5.31 0.125
H -4.46 -1.37 4.47 0.127
H -3.67 -2.29 2.33 0.116
H -2.32 -3.40 -1.85 0.105
H -2.27 -5.86 -1.80 0.124
H -1.65 -7.04 0.28 0.126
H -1.08 -5.78 2.32 0.122
H -1.15 -3.32 2.31 0.108
N 1.30 0.39 0.87 -0.243
S 2.73 1.25 0.98 1.180
C 3.83 0.26 0.02 -0.430
C 4.13 -1.04 0.43 -0.058
C 5.05 -1.75 -0.33 -0.026
C 5.62 -1.17 -1.46 -0.015
C 5.30 0.13 -1.84 -0.030
C 4.38 0.86 -1.10 -0.079
C 3.24 1.06 2.67 -0.411
C 4.59 1.28 2.93 -0.059
C 5.02 1.20 4.25 -0.021
C 4.12 0.92 5.26 -0.018
C 2.77 0.73 4.98 -0.033
C 2.31 0.81 3.67 -0.076
H 1.18 -0.26 1.65 0.044
H 3.69 -1.48 1.32 0.131
H 5.31 -2.76 -0.05 0.133
H 6.34 -1.73 -2.04 0.133
H 5.77 0.57 -2.71 0.128
H 4.14 1.89 -1.36 0.114
H 5.30 1.48 2.14 0.126
H 6.07 1.35 4.48 0.131
H 4.46 0.85 6.29 0.130
H 2.07 0.52 5.78 0.125
H 1.25 0.71 3.47 0.094
F 2.26 -4.46 -1.74 0.196
C 1.94 -3.40 -2.46 -0.569
F 3.06 -2.70 -2.72 0.165
F 1.41 -3.78 -3.61 0.204
C 1.00 -2.46 -1.69 -0.513
O 1.25 -2.17 -0.48 -0.050
O 0.05 -1.91 -2.30 -0.031
```


Record 3
ORCA calculation (wB97M-V/def2-TZVPD) on a molecular structure, C37H34GeN3O3ReS at a distorted geometry.

The value obtained for the frontier orbital gap (spin up / spin down) is 0.21979 / 0.22117 Eh. As for the total charge: +2. The HOMO energy (spin up / spin down) comes out at -0.504 / -0.503 Eh. The calculation puts the electronic energy at -118999.282 eV. The LUMO energy (spin up / spin down) is -7.7 / -7.7 eV.

The geometry in XYZ format:
```
80
Properties=species:S:1:pos:R:3:lowdin_charge:R:1
Re -0.54 -0.11 0.00 1.287
C -0.28 1.63 -2.89 -0.013
C -1.58 0.90 -2.76 -0.239
C -2.63 0.95 -3.74 0.029
C -3.65 0.06 -3.66 0.054
C -3.78 -0.81 -2.54 -0.148
C -4.81 -1.74 -2.41 0.012
C -4.93 -2.53 -1.28 -0.023
C -3.91 -2.59 -0.32 -0.059
C -2.79 -1.76 -0.50 -0.508
S -1.36 -2.18 0.49 0.764
C -2.78 -0.77 -1.57 -0.210
N -1.74 0.13 -1.66 -0.038
H -0.26 2.31 -3.76 0.103
H 0.54 0.85 -3.02 0.097
H -0.05 2.21 -1.97 0.074
H -2.57 1.68 -4.55 0.135
H -4.37 -0.03 -4.46 0.137
H -5.60 -1.77 -3.14 0.133
H -5.84 -3.10 -1.16 0.122
H -3.91 -3.25 0.52 0.116
C -0.32 3.66 3.96 -0.077
C -0.85 4.42 2.71 -0.155
C -1.84 3.65 1.75 -0.261
C -2.15 4.75 0.68 -0.200
C -3.24 4.42 -0.34 -0.079
C -3.19 3.34 2.51 -0.351
O -3.93 4.22 2.88 0.140
N -3.42 1.95 2.80 0.205
C -2.78 0.83 2.21 -0.491
O -3.18 -0.30 2.46 0.063
N -1.65 1.11 1.41 0.018
C -1.26 2.40 1.04 -0.349
O -0.35 2.46 0.14 -0.033
H 0.45 4.28 4.45 0.084
H 0.16 2.69 3.73 0.069
H -1.09 3.50 4.74 0.080
H 0.00 4.71 2.06 0.125
H -1.34 5.37 3.03 0.135
H -1.20 5.02 0.16 0.130
H -2.43 5.70 1.21 0.136
H -2.99 3.52 -0.96 0.069
H -3.43 5.27 -1.01 0.090
H -4.21 4.22 0.16 0.087
H -4.34 1.75 3.25 0.181
C 1.33 -0.27 -0.37 -0.416
Ge 1.84 -2.23 -0.22 1.243
C 2.50 0.57 -0.51 -0.376
C 3.16 0.59 -1.75 -0.060
C 4.25 1.45 -1.93 -0.039
C 4.80 2.19 -0.84 -0.021
C 4.19 2.03 0.41 -0.048
C 3.05 1.25 0.59 -0.035
C 3.20 -3.10 -1.40 -0.286
C 4.49 -3.52 -1.00 -0.081
C 5.23 -4.46 -1.74 -0.048
C 4.70 -5.01 -2.90 -0.034
C 3.43 -4.60 -3.34 -0.051
C 2.71 -3.65 -2.61 -0.131
C 1.78 -3.05 1.55 -0.358
C 1.11 -4.30 1.61 -0.136
C 0.74 -4.82 2.86 -0.047
C 1.04 -4.11 4.04 -0.028
C 1.77 -2.90 3.96 -0.041
C 2.14 -2.38 2.71 -0.101
H 2.76 0.00 -2.59 0.116
H 4.64 1.58 -2.94 0.115
H 5.68 2.81 -0.99 0.119
H 4.59 2.55 1.26 0.109
H 2.59 1.15 1.56 0.110
H 4.97 -3.10 -0.12 0.106
H 6.18 -4.76 -1.37 0.108
H 5.27 -5.75 -3.45 0.117
H 2.96 -4.99 -4.24 0.112
H 1.78 -3.32 -3.02 0.089
H 0.86 -4.86 0.71 0.108
H 0.21 -5.76 2.92 0.115
H 0.74 -4.48 5.01 0.118
H 2.07 -2.37 4.86 0.117
H 2.65 -1.44 2.64 0.096
```


Record 4
ORCA calculation (wB97M-V/def2-TZVPD) on a single C2H2OS molecule at a distorted geometry.

The value obtained for the frontier orbital gap (spin up / spin down) is 0.22836 / 0.21879 Eh. The HOMO energy (spin up / spin down) comes out at -0.304 / -0.298 Eh. The calculation puts the electronic energy at -14983.314 eV. The LUMO energy (spin up / spin down) is -2.0 / -2.2 eV.

The geometry in XYZ format:
```
6
Properties=species:S:1:pos:R:3:lowdin_charge:R:1
C 0.98 0.26 0.28 0.050
C 0.37 -0.79 -0.06 -0.349
O -1.22 1.27 0.04 -0.656
S -1.42 -0.13 -0.48 0.865
H 0.72 1.23 0.56 0.024
H 0.57 -1.83 -0.34 0.066
```


- Among the records above, which one has the highest electronic energy?
  C2H2OS


- What is the electronic energy in the first record?
  -64364.418 eV


- What is the electronic energy in the first record?
  -64364.418 eV